Entry 1:
A molecular structure, C45H38CuN3O3S2Te. Source: the OMol25 dataset; level of theory: ωB97M-V/def2-TZVPD.

Its gap between HOMO and LUMO is 5.171 eV. The relative energy (zero: lowest compared OMol25 entry of this formula, charge and spin) comes out at 0.0 kcal per mole. The HOMO energy comes out at -1.5 eV. The molar mass is 924.10 g mol⁻¹. As for the total energy: -4832.565653 a.u. The total charge is -2. The LUMO energy comes out at 3.71 eV.

Last column: Löwdin charge in e.
CARTESIAN COORDINATES (ANGSTROEM)
Cu1 0.2618 0.6102 1.4097  0.144
C1 -2.2410 4.3295 1.2879  -0.048
C2 -1.2586 3.3209 0.7348  -0.265
N1 -1.4609 2.0532 0.8465  0.011
N2 -2.7000 1.6546 1.3042  -0.116
C3 -2.7125 0.5616 1.9845  -1.114
S1 -1.4065 -0.3244 2.6569  0.613
S2 -4.3216 -0.1576 2.3000  0.837
C4 -5.3737 0.7337 1.1093  -0.448
C5 -5.3588 0.1286 -0.2678  -0.299
C6 -4.2867 0.3420 -1.1360  -0.030
C7 -4.2611 -0.2610 -2.3843  -0.072
C8 -5.3099 -1.0747 -2.7940  -0.120
C9 -6.3830 -1.2888 -1.9412  -0.115
C10 -6.4021 -0.6925 -0.6870  -0.069
C11 -0.0670 3.8157 0.0282  -0.110
C12 0.0206 5.1856 -0.2580  -0.089
C13 1.0582 5.7543 -0.9733  -0.149
C14 2.0737 4.9162 -1.4461  -0.136
C15 2.0435 3.5725 -1.1734  -0.046
C16 1.0039 2.9527 -0.4065  -0.384
O1 1.1064 1.7105 -0.1393  -0.121
H1 -2.9867 3.8227 1.8918  0.056
H2 -2.7508 4.8625 0.4808  0.077
H3 -1.7233 5.0711 1.8990  0.074
H4 -5.0226 1.7639 1.0927  0.066
H5 -6.3822 0.7035 1.5253  0.061
H6 -3.4598 0.9591 -0.8101  0.102
H7 -3.4026 -0.1108 -3.0267  0.092
H8 -5.2809 -1.5520 -3.7666  0.094
H9 -7.2014 -1.9316 -2.2451  0.092
H10 -7.2343 -0.8763 -0.0154  0.103
H11 -0.7715 5.8399 0.0839  0.083
H12 1.0721 6.8193 -1.1703  0.073
H13 2.8972 5.3301 -2.0200  0.086
H14 2.8377 2.9137 -1.5071  0.107
C17 5.8679 -1.8112 -2.0561  -0.082
C18 4.8894 -1.3825 -0.9932  -0.289
C19 5.2936 -0.6831 0.1366  -0.004
C20 4.3915 -0.2549 1.0984  -0.083
C21 4.9508 0.4542 2.2862  -0.294
O2 5.8422 -0.0594 2.9431  0.064
C22 4.5066 1.8541 2.6104  -0.126
C23 5.1396 2.5183 3.6604  -0.039
C24 4.7882 3.8179 3.9824  -0.108
C25 3.7939 4.4647 3.2557  -0.099
C26 3.1627 3.8117 2.2074  -0.048
C27 3.5191 2.5083 1.8814  0.009
C28 2.9976 -0.5490 1.0090  -0.340
O3 2.1773 -0.1515 1.9078  -0.124
C29 2.6086 -1.3421 -0.1183  -0.092
C30 3.5358 -1.6935 -1.0890  0.000
C31 1.2175 -1.8583 -0.2806  -0.209
N3 0.5845 -2.5744 0.5607  0.114
C32 1.1948 -2.9262 1.8224  -0.328
C33 0.2258 -3.7340 2.6630  -0.517
Te1 -0.3973 -5.5837 1.7913  1.201
C34 -1.8957 -4.8940 0.4801  -0.589
C35 -2.2706 -5.7360 -0.5624  -0.194
C36 -3.2657 -5.3522 -1.4521  -0.117
C37 -3.8884 -4.1211 -1.3073  -0.103
C38 -3.5088 -3.2775 -0.2709  -0.062
C39 -2.5174 -3.6573 0.6233  -0.122
C40 0.5227 -1.6013 -1.5828  -0.141
C41 -0.4237 -2.5083 -2.0579  -0.017
C42 -1.0938 -2.2666 -3.2468  -0.099
C43 -0.8293 -1.1104 -3.9723  -0.129
C44 0.1037 -0.1987 -3.4976  -0.082
C45 0.7836 -0.4441 -2.3118  -0.020
H15 6.8612 -1.4070 -1.8516  0.061
H16 5.5665 -1.4616 -3.0475  0.067
H17 5.9610 -2.9003 -2.1121  0.066
H18 6.3456 -0.4501 0.2773  0.114
H19 5.9039 1.9872 4.2128  0.105
H20 5.2841 4.3276 4.8009  0.086
H21 3.5098 5.4803 3.5073  0.091
H22 2.3883 4.3092 1.6361  0.096
H23 3.0056 2.0033 1.0742  0.091
H24 3.1829 -2.2546 -1.9513  0.125
H25 1.4636 -2.0196 2.3765  0.098
H26 2.1213 -3.4899 1.6494  0.119
H27 -0.6745 -3.1587 2.8763  0.005
H28 0.6725 -4.0199 3.6166  0.035
H29 -1.7717 -6.6901 -0.6965  0.077
H30 -3.5422 -6.0134 -2.2659  0.089
H31 -4.6549 -3.8060 -2.0038  0.083
H32 -3.9752 -2.3067 -0.1575  0.083
H33 -2.2192 -2.9598 1.3964  0.063
H34 -0.6328 -3.3951 -1.4735  0.095
H35 -1.8334 -2.9775 -3.5975  0.091
H36 -1.3583 -0.9159 -4.8993  0.088
H37 0.2954 0.7189 -4.0414  0.096
H38 1.4781 0.2840 -1.9135  0.102

Entry 2:
A molecular structure, C45H38GeO4PtS8. Source: the OMol25 dataset; level of theory: ωB97M-V/def2-TZVPD.

Its gap between HOMO and LUMO is 4.910 eV. The HOMO energy comes out at -1.2 eV. The molar mass is 1167.02 g mol⁻¹. As for the total energy: -7420.247882 a.u. The total charge is -2. The LUMO energy comes out at 3.68 eV.

Last column: Löwdin charge in e.
CARTESIAN COORDINATES (ANGSTROEM)
Pt1 0.8224 0.7810 1.5472  0.499
S1 5.8333 -4.2989 2.9551  0.391
C1 4.6613 -3.1502 2.7105  -1.481
S2 3.3952 -3.3181 1.4887  0.846
C2 2.5386 -1.8500 1.9312  -1.141
C3 3.1905 -0.9821 2.7785  -1.207
S3 2.5667 0.5030 3.3080  0.456
S4 4.7666 -1.5100 3.3567  0.853
S5 0.9514 -1.6278 1.3431  0.566
O1 2.8841 2.1238 0.6366  -0.654
S6 2.9531 3.1013 -0.4510  0.941
C4 1.3531 2.9309 -1.4145  -0.314
C5 1.3968 2.7717 -2.9249  -0.232
C6 1.5835 1.3280 -3.4000  -0.225
C7 0.4323 0.4224 -2.9914  -0.281
S7 0.9545 -0.7491 -1.6426  0.914
O2 1.9111 0.0377 -0.8539  -0.617
C8 2.0650 -1.7731 -2.6598  -0.309
C9 3.3180 -2.0507 -2.1304  -0.079
C10 4.2024 -2.8671 -2.8077  -0.079
C11 3.8279 -3.4367 -4.0176  -0.097
C12 2.5565 -3.2003 -4.5214  -0.094
C13 1.6754 -2.3737 -3.8497  -0.085
C14 4.1567 2.4199 -1.6267  -0.364
C15 4.7208 3.2319 -2.6070  -0.110
C16 5.7311 2.7292 -3.4049  -0.104
C17 6.1736 1.4243 -3.2359  -0.094
C18 5.6231 0.6262 -2.2383  -0.069
C19 4.6310 1.1319 -1.4243  -0.077
H1 0.8323 3.8488 -1.1441  0.067
H2 0.8540 2.1010 -0.9089  0.019
H3 2.1906 3.3904 -3.3534  0.089
H4 0.4477 3.1426 -3.3250  0.112
H5 2.5099 0.9374 -2.9737  0.087
H6 1.6919 1.3251 -4.4899  0.114
H7 0.0405 -0.1772 -3.8061  0.066
H8 -0.3892 0.9788 -2.5446  0.080
H9 3.5826 -1.6195 -1.1785  0.090
H10 5.1769 -3.0800 -2.3908  0.105
H11 4.5150 -4.0837 -4.5474  0.093
H12 2.2561 -3.6668 -5.4500  0.095
H13 0.6857 -2.2112 -4.2467  0.083
H14 4.3804 4.2521 -2.7214  0.103
H15 6.1840 3.3527 -4.1645  0.092
H16 6.9611 1.0346 -3.8656  0.092
H17 5.9778 -0.3850 -2.1063  0.098
H18 4.1966 0.5559 -0.6224  0.100
O3 -4.0008 2.8421 7.0393  0.076
C20 -3.3168 3.9196 6.5291  -0.490
O4 -3.4939 5.0051 7.0536  0.058
C21 -2.4410 3.6762 5.3950  -0.169
C22 -1.8348 4.7830 4.7689  -0.032
C23 -0.9808 4.6300 3.7100  -0.126
C24 -0.6659 3.3516 3.2196  -0.672
S8 0.4487 3.1802 1.9179  0.616
C25 -1.2740 2.2482 3.8286  -0.129
C26 -2.1357 2.3995 4.8842  -0.031
H19 -3.8071 2.0478 6.5267  0.074
H20 -2.0710 5.7674 5.1474  0.110
H21 -0.5255 5.4894 3.2416  0.090
H22 -1.0360 1.2631 3.4368  0.056
H23 -2.5538 1.4978 5.3199  0.105
C27 -0.8525 0.6243 0.5629  -0.437
Ge1 -2.2103 -0.6941 0.4238  0.809
C28 -2.1099 -1.6756 -1.3101  -0.298
C29 -1.4552 -2.9002 -1.3645  -0.138
C30 -1.2984 -3.5711 -2.5613  -0.100
C31 -1.7834 -3.0145 -3.7353  -0.128
C32 -2.4016 -1.7747 -3.7033  -0.113
C33 -2.5533 -1.1109 -2.4993  -0.135
C34 -2.4627 -2.1574 1.7839  -0.283
C35 -1.8035 -2.0934 3.0012  -0.153
C36 -1.9358 -3.1011 3.9388  -0.092
C37 -2.7439 -4.1915 3.6684  -0.118
C38 -3.4295 -4.2556 2.4672  -0.116
C39 -3.2889 -3.2440 1.5329  -0.128
C40 -4.0064 0.1946 0.3939  -0.257
C41 -5.0768 -0.3546 -0.2969  -0.128
C42 -6.3323 0.2231 -0.2392  -0.113
C43 -6.5380 1.3563 0.5299  -0.120
C44 -5.4818 1.9123 1.2323  -0.098
C45 -4.2282 1.3322 1.1597  -0.100
H24 -1.0707 -3.3285 -0.4486  0.095
H25 -0.8065 -4.5350 -2.5846  0.104
H26 -1.6829 -3.5445 -4.6744  0.095
H27 -2.7725 -1.3331 -4.6216  0.096
H28 -3.0336 -0.1399 -2.4715  0.105
H29 -1.1572 -1.2490 3.2033  0.060
H30 -1.4038 -3.0389 4.8787  0.099
H31 -2.8316 -4.9920 4.3917  0.088
H32 -4.0728 -5.1019 2.2573  0.088
H33 -3.8268 -3.3069 0.5951  0.091
H34 -4.9183 -1.2461 -0.8915  0.088
H35 -7.1554 -0.2183 -0.7880  0.090
H36 -7.5227 1.8006 0.5903  0.088
H37 -5.6364 2.7917 1.8441  0.097
H38 -3.3978 1.7654 1.7016  0.090

Entry 3:
A molecular structure, C45H39IMoN5O6S2Si. Source: the OMol25 dataset; level of theory: ωB97M-V/def2-TZVPD.

The multiplicity is 3. Its gap between HOMO and LUMO (spin up / spin down) is 4.304 / 4.458 eV. The HOMO energy (spin up / spin down) comes out at -9.2 / -9.2 eV. The molar mass is 1060.90 g mol⁻¹. As for the total energy: -3914.990367 a.u. The total charge is +1. The LUMO energy (spin up / spin down) comes out at -4.91 / -4.76 eV.

Last column: Mulliken spin population.
CARTESIAN COORDINATES (ANGSTROEM)
Mo1 0.4718 1.1837 1.0935  1.927
I1 2.2130 7.7020 6.6713  0.001
C1 1.7538 6.1587 5.3523  0.010
C2 2.6633 5.1206 5.1746  -0.005
C3 2.3536 4.0918 4.3051  0.009
C4 1.1356 4.1059 3.6243  -0.029
C5 0.2288 5.1491 3.8089  0.008
C6 0.5403 6.1818 4.6712  -0.005
C7 0.8049 3.0301 2.7142  0.044
O1 -0.3173 2.9045 2.1372  -0.015
O2 1.6761 2.0909 2.4039  -0.029
H1 3.6027 5.1180 5.7094  0.000
H2 3.0435 3.2725 4.1550  0.001
H3 -0.7118 5.1403 3.2730  0.000
H4 -0.1505 7.0010 4.8154  0.000
C8 3.9656 -1.0082 -3.7933  0.000
C9 2.5029 -0.8304 -4.1958  0.000
C10 1.6163 -0.4532 -3.0169  0.001
N1 1.4773 -1.5876 -2.0768  0.006
C11 1.6219 -1.5968 -0.7729  0.022
S1 2.1966 -0.1801 0.0929  0.008
N2 1.3909 -2.7104 -0.0619  0.002
C12 0.8256 -3.9713 -0.5203  0.001
O3 -0.0849 -4.4203 0.1113  0.001
C13 1.4471 -4.6201 -1.6965  0.001
C14 0.7045 -5.5876 -2.3746  0.000
C15 1.2818 -6.2939 -3.4144  0.000
C16 2.6041 -6.0498 -3.7700  0.000
C17 3.3505 -5.0938 -3.0921  0.000
C18 2.7754 -4.3782 -2.0558  -0.001
H5 4.5627 -1.3313 -4.6456  0.000
H6 4.0763 -1.7612 -3.0058  0.000
H7 4.3853 -0.0689 -3.4253  0.000
H8 2.1209 -1.7468 -4.6568  0.000
H9 2.4054 -0.0390 -4.9390  0.000
H10 0.6205 -0.1730 -3.3605  0.001
H11 2.0448 0.3850 -2.4780  -0.006
H12 1.2418 -2.4720 -2.5134  0.002
H13 1.3529 -2.5982 0.9455  -0.001
H14 -0.3195 -5.7707 -2.0732  0.000
H15 0.7059 -7.0422 -3.9447  0.000
H16 3.0607 -6.6168 -4.5717  0.000
H17 4.3834 -4.9152 -3.3637  0.000
H18 3.3688 -3.6590 -1.5033  0.000
C19 -4.0236 -2.0161 -0.4063  0.002
C20 -2.7501 -1.7060 -0.8677  0.007
C21 -1.8057 -1.2157 0.0195  0.039
C22 -2.0990 -1.0220 1.3740  -0.005
C23 -3.3883 -1.3354 1.8154  0.003
C24 -4.3403 -1.8318 0.9338  -0.001
Si1 -0.8117 -0.3666 2.5732  -0.065
C25 -1.6213 0.3587 4.0853  -0.007
C26 -1.5552 -0.3439 5.2931  -0.006
C27 -2.2052 0.1306 6.4250  0.001
C28 -2.9135 1.3231 6.3720  -0.002
C29 -2.9746 2.0421 5.1844  0.001
C30 -2.3396 1.5610 4.0497  0.023
C31 0.2982 -1.7862 3.0944  -0.034
C32 1.6515 -1.6001 3.4087  0.015
C33 2.4310 -2.6584 3.8538  -0.004
C34 1.8632 -3.9176 4.0073  0.000
C35 0.5171 -4.1141 3.7230  -0.001
C36 -0.2576 -3.0585 3.2622  -0.002
H19 -4.7677 -2.3995 -1.0929  0.000
H20 -2.5015 -1.8478 -1.9127  0.000
H21 -0.8210 -0.9781 -0.3600  -0.045
H22 -3.6501 -1.1876 2.8599  0.000
H23 -5.3345 -2.0682 1.2920  0.000
H24 -0.9907 -1.2678 5.3548  -0.001
H25 -2.1563 -0.4311 7.3495  0.000
H26 -3.4225 1.6908 7.2545  0.000
H27 -3.5191 2.9776 5.1448  0.000
H28 -2.4128 2.1273 3.1299  0.007
H29 2.1018 -0.6205 3.3146  0.004
H30 3.4763 -2.5016 4.0926  0.000
H31 2.4710 -4.7449 4.3518  0.000
H32 0.0724 -5.0936 3.8529  0.000
H33 -1.3014 -3.2281 3.0144  0.000
O4 1.2008 2.9660 -6.7860  0.000
S2 0.0201 2.6796 -7.5800  0.000
O5 -0.1613 3.5208 -8.7346  0.000
O6 -0.2114 1.2564 -7.7922  0.000
C37 -1.3816 3.0343 -6.4488  -0.002
N3 -2.6295 3.2329 -6.9165  0.004
C38 -3.6074 3.2883 -6.0204  -0.002
C39 -3.3903 3.1603 -4.6503  0.005
C40 -2.0771 2.9711 -4.2746  0.002
N4 -1.0859 2.9077 -5.1522  0.003
C41 -1.5803 2.7255 -2.9122  0.005
C42 -0.2014 2.8988 -2.7124  -0.012
C43 0.3535 2.5379 -1.5271  0.050
N5 -0.3849 1.9802 -0.5356  0.046
C44 -1.7245 1.8800 -0.6868  0.050
C45 -2.3519 2.2484 -1.8498  -0.019
H34 -4.6094 3.4260 -6.4123  0.000
H35 -4.2051 3.2277 -3.9383  0.000
H36 0.4007 3.2785 -3.5311  0.000
H37 1.4154 2.6325 -1.3435  -0.005
H38 -2.2815 1.5113 0.1639  -0.012
H39 -3.4200 2.1059 -1.9432  0.000